Arrangement 1

A gas-phase ion, C5H12N (charge +1), computed with ωB97M-V/def2-TZVPD.

Summary:
Kohn-Sham gap: 10.14 eV
LUMO: -3.88 eV
Net charge: +1

Cartesian coordinates (Å):
C 1.59 0.91 -1.08
C 0.82 0.30 -0.24
C 1.45 -0.54 1.00
C -1.18 -0.92 -1.02
C -0.68 0.34 -0.29
N -1.33 0.50 1.05
H 1.23 1.52 -1.88
H 2.57 1.05 -0.95
H 0.71 -1.33 1.05
H 1.49 -0.03 1.91
H 2.38 -0.83 0.71
H -0.78 -1.75 -0.48
H -0.61 -1.06 -1.92
H -2.21 -0.96 -1.31
H -1.01 1.29 -0.85
H -1.28 -0.46 1.71
H -2.35 0.71 1.02
H -0.80 1.26 1.56

***

Arrangement 2

2 unconnected molecules or ions with the total composition C5H12N, computed with ωB97M-V/def2-TZVPD.

Summary:
Kohn-Sham gap (alpha / beta): 7.29 / 9.25 eV
LUMO (alpha / beta): -4.85 / -3.98 eV
Net charge: +1

Cartesian coordinates (Å):
C -0.43 1.02 0.21
C -1.37 0.16 0.08
C -2.83 0.60 -0.08
C -1.36 -1.33 0.04
C 2.02 -0.23 -0.05
N 3.34 0.39 0.11
H -0.06 2.01 0.13
H -3.06 1.78 -0.06
H -3.36 0.44 -1.07
H -3.36 0.17 0.73
H -2.24 -1.74 0.62
H -0.37 -1.63 0.37
H -1.68 -1.60 -1.06
H 1.57 -0.91 0.61
H 1.93 -0.68 -1.00
H 3.44 1.12 -0.48
H 4.26 -0.27 -0.12
H 3.56 0.71 1.02

***

Verdict on stability: arrangement 2 comes out at the bottom.

***

Arrangement 1

A gas-phase ion, C5H12N (charge +1), computed with ωB97M-V/def2-TZVPD.

Summary:
Kohn-Sham gap: 12.60 eV
LUMO: -3.38 eV
Net charge: +1

Cartesian coordinates (Å):
C -1.65 0.08 -1.30
C -0.75 0.57 -0.18
N -0.59 -0.56 0.87
C 0.85 -0.89 1.09
C 1.67 0.04 0.17
C 0.68 0.90 -0.60
H -1.53 0.78 -2.13
H -2.69 0.14 -1.00
H -1.41 -0.96 -1.53
H -1.22 1.35 0.41
H -1.15 -1.37 0.59
H -1.04 -0.21 1.71
H 1.07 -0.64 2.13
H 1.06 -1.94 0.97
H 2.33 0.62 0.83
H 2.33 -0.51 -0.49
H 0.76 0.67 -1.66
H 0.91 1.96 -0.50

***

Arrangement 2

2 unconnected molecules or ions with the total composition C5H12N, computed with ωB97M-V/def2-TZVPD.

Summary:
Kohn-Sham gap (alpha / beta): 7.55 / 7.52 eV
LUMO (alpha / beta): -6.06 / -6.08 eV
Net charge: +1

Cartesian coordinates (Å):
C -2.28 0.60 0.38
C -1.95 -0.08 -0.58
C 0.74 0.78 1.04
C 0.88 0.40 -1.31
C 0.79 -1.55 0.25
N 0.54 -0.20 -0.03
H -3.21 0.92 0.59
H -1.48 0.78 1.17
H -1.82 -0.58 -1.45
H 0.28 1.67 0.83
H 0.29 0.40 1.98
H 1.89 0.97 1.19
H 0.19 1.27 -1.46
H 1.76 0.90 -1.32
H 0.75 -0.30 -2.10
H 0.19 -1.99 0.99
H 0.60 -2.24 -0.65
H 1.82 -1.74 0.49

***

Arrangement 3

2 unconnected molecules or ions with the total composition C5H12N, computed with ωB97M-V/def2-TZVPD.

Summary:
Kohn-Sham gap: 7.96 eV
LUMO: -7.82 eV
Net charge: +1

Cartesian coordinates (Å):
C 3.47 -0.47 1.14
C -0.95 -0.09 1.18
N 0.09 0.02 1.90
C -1.89 0.98 -2.03
C -1.85 -0.31 -1.17
C -0.76 -0.26 -0.24
H 3.98 -1.28 1.66
H 3.84 -0.40 0.12
H 2.40 -0.65 1.12
H 3.65 0.48 1.65
H -2.73 0.95 -2.71
H -1.97 -0.09 1.55
H -0.96 1.09 -2.59
H -2.00 1.85 -1.38
H -2.79 -0.49 -0.66
H -1.66 -1.17 -1.82
H -0.14 0.18 2.89
H 0.26 -0.34 -0.61

***

Verdict on stability: arrangement 2 comes out at the bottom.

***

Arrangement 1

A gas-phase ion, C5H12N (charge +1), computed with ωB97M-V/def2-TZVPD.

Summary:
Kohn-Sham gap: 9.86 eV
LUMO: -5.27 eV
Net charge: +1

Cartesian coordinates (Å):
C -0.80 1.87 0.85
C -1.43 0.66 0.16
C -0.76 -0.67 0.68
C 0.74 -0.74 0.32
C 1.96 -1.08 -1.75
N 0.86 -1.03 -1.12
H -1.50 2.68 1.08
H -0.51 1.53 1.85
H 0.01 2.30 0.27
H -2.45 0.44 0.50
H -1.30 0.71 -0.92
H -0.80 -0.69 1.78
H -1.31 -1.56 0.37
H 1.16 0.25 0.48
H 1.27 -1.36 1.05
H 2.03 -1.34 -2.81
H 2.87 -0.80 -1.23
H -0.05 -1.18 -1.54

***

Arrangement 2

2 unconnected molecules or ions with the total composition C5H12N, computed with ωB97M-V/def2-TZVPD.

Summary:
Kohn-Sham gap: 9.34 eV
LUMO: -4.52 eV
Net charge: +1

Cartesian coordinates (Å):
C 3.23 -0.20 1.76
C 2.56 0.16 0.68
C -1.42 -1.10 0.18
C -2.43 0.78 -1.23
C -1.26 0.10 -0.64
N -0.03 0.48 -0.86
H 4.12 -0.90 1.61
H 2.91 0.14 2.76
H 1.72 0.81 0.63
H -0.58 -1.55 0.54
H -2.09 -1.97 -0.12
H -2.03 -0.70 0.99
H -3.00 1.33 -0.41
H -3.11 0.00 -1.56
H -2.43 1.60 -2.04
H 2.80 -0.28 -0.34
H 0.26 1.29 -1.41
H 0.78 0.01 -0.53

***

Verdict on stability: arrangement 2 comes out at the bottom.

***

Arrangement 1

2 unconnected molecules or ions with the total composition C5H12N, computed with ωB97M-V/def2-TZVPD.

Summary:
Kohn-Sham gap: 9.07 eV
LUMO: -4.59 eV
Net charge: +1

Cartesian coordinates (Å):
C -2.97 -1.19 0.66
C -2.37 -0.03 0.87
C 2.70 0.89 -0.98
C 0.47 -0.45 -0.99
C 1.59 0.32 -0.29
N 1.47 0.46 0.98
H -2.75 -2.15 1.15
H -3.74 -1.17 -0.08
H -2.49 0.83 0.35
H 3.12 0.32 -1.75
H 3.47 0.92 -0.19
H 2.32 1.92 -1.41
H 0.71 -0.69 -2.07
H -0.55 -0.04 -0.81
H 0.43 -1.47 -0.57
H -1.56 -0.19 1.61
H 0.68 -0.03 1.53
H 2.00 1.15 1.46

***

Arrangement 2

A gas-phase ion, C5H12N (charge +1), computed with ωB97M-V/def2-TZVPD.

Summary:
Kohn-Sham gap: 9.60 eV
LUMO: -3.75 eV
Net charge: +1

Cartesian coordinates (Å):
C 0.33 1.41 0.28
C -0.93 0.94 -0.44
C -0.96 -0.61 -0.49
C 1.05 -2.11 -0.61
C 0.23 -1.22 -1.17
N 0.30 1.11 1.77
H 0.31 2.50 0.21
H 1.30 1.11 -0.09
H -1.77 1.19 0.22
H -0.85 1.27 -1.45
H -1.87 -0.96 -0.97
H -1.02 -1.10 0.50
H 0.94 -2.40 0.43
H 1.77 -2.64 -1.21
H 0.51 -0.78 -2.12
H 1.15 1.46 2.20
H -0.56 1.47 2.18
H 0.24 0.10 1.90

***

Verdict on stability: arrangement 1 comes out at the bottom.